Record 1
This record from the OMol25 dataset describes a molecular structure, C20H24N7O5SV. The level of theory is ωB97M-V/def2-TZVPD.

Each line ends with the Mulliken spin population.
CARTESIAN COORDINATES (ANGSTROEM)
V  -0.165  -1.400  -0.579  0.95
N  0.790  0.159  -3.191  0.00
C  -0.336  1.065  -3.299  0.00
C  -1.377  0.916  -2.196  -0.01
O  -2.191  1.813  -2.037  0.03
N  -1.439  -0.256  -1.507  0.07
C  -2.763  -0.565  -1.007  0.02
C  -2.544  -1.712  -0.036  0.00
O  -3.185  -1.925  0.960  0.00
O  -1.506  -2.390  -0.410  -0.02
H  1.383  0.493  -2.436  0.00
H  1.334  0.223  -4.048  0.00
H  -0.877  0.855  -4.232  0.00
H  -0.046  2.128  -3.333  0.00
H  -3.414  -0.886  -1.836  0.00
H  -3.260  0.281  -0.514  0.00
N  0.277  -2.653  -2.379  0.00
C  1.652  -2.783  -2.878  0.00
C  2.701  -2.622  -1.774  0.00
C  2.600  -1.263  -1.063  0.00
O  3.558  -0.558  -0.879  0.00
O  1.389  -0.996  -0.694  -0.02
H  -0.113  -3.564  -2.136  0.00
H  -0.303  -2.236  -3.105  0.00
H  1.821  -2.003  -3.622  0.00
H  1.806  -3.760  -3.358  0.00
H  3.699  -2.695  -2.208  0.00
H  2.589  -3.403  -1.019  0.00
N  -0.032  -0.484  3.493  0.00
C  -0.718  0.674  3.228  0.00
C  -1.157  1.691  4.065  0.00
C  -1.868  2.714  3.476  0.00
C  -2.121  2.720  2.099  0.00
C  -1.675  1.720  1.261  -0.01
C  -0.956  0.670  1.833  0.02
N  -0.409  -0.476  1.305  -0.03
C  0.123  -1.142  2.319  -0.01
C  0.716  -2.450  2.184  0.02
C  1.224  -3.253  3.178  0.00
S  1.682  -4.774  2.551  0.00
C  1.179  -4.241  0.993  0.00
N  0.724  -3.034  0.952  -0.01
H  0.263  -0.789  4.407  0.00
H  -0.951  1.672  5.124  0.00
H  -2.249  3.517  4.087  0.00
H  -2.694  3.532  1.679  0.00
H  -1.873  1.766  0.203  0.00
H  1.351  -3.035  4.219  0.00
H  1.243  -4.892  0.140  0.00
C  0.835  4.835  0.997  0.00
C  0.475  4.232  -0.364  0.00
C  0.705  2.815  -0.410  0.00
N  0.859  1.681  -0.455  0.00
H  0.613  5.898  0.987  0.00
H  1.895  4.710  1.208  0.00
H  0.259  4.363  1.791  0.00
H  1.064  4.703  -1.159  0.00
H  -0.587  4.394  -0.578  0.00

Calculated values
Charge = +1
Spin multiplicity = 2
⟨S²⟩ = 0.76
ΔE to the lowest compared entry with this formula, charge and spin = 190.2 kJ/mol
LUMO energy (spin up / spin down) = -3.60 / -3.37 eV

Record 2
This record from the OMol25 dataset describes C20H24O4 in the gas phase. The level of theory is ωB97M-V/def2-TZVPD.

Each line ends with the Mulliken charge.
CARTESIAN COORDINATES (ANGSTROEM)
O  -0.130  2.914  -5.216  -0.63
C  -2.109  1.911  4.241  -0.04
C  -1.145  1.165  4.158  -1.63
O  1.405  -0.768  -3.691  -0.37
O  -0.656  -0.919  4.856  -0.55
O  0.841  -0.834  -2.306  -0.37
C  0.046  2.075  -4.314  0.22
C  -1.049  1.290  -3.878  -0.69
C  1.328  2.137  -3.461  -0.98
C  -0.914  0.616  -2.689  -1.26
C  1.438  1.493  -2.238  0.39
C  2.616  1.925  -1.415  -0.95
C  1.346  0.561  4.421  -1.27
C  2.017  1.086  3.048  -1.28
C  2.124  2.064  -0.020  -1.04
C  0.946  -1.746  2.645  -1.94
C  -1.032  -0.680  1.582  -1.46
C  -0.592  -0.869  0.092  -0.73
C  -0.152  0.072  4.020  1.80
C  1.042  0.865  2.009  -0.84
C  1.448  0.746  0.427  0.37
C  0.172  -0.389  2.578  1.18
C  0.186  0.420  -0.369  -0.47
C  0.364  0.438  -1.859  2.76
H  -2.864  2.708  4.493  0.43
H  0.838  -1.362  -4.243  0.33
H  -0.329  -0.721  5.759  0.43
H  -1.940  1.285  -4.435  0.53
H  2.163  2.790  -3.753  0.42
H  -1.758  -0.090  -2.438  0.17
H  3.347  1.121  -1.326  0.36
H  3.188  2.857  -1.665  0.43
H  1.940  -0.230  4.786  0.39
H  1.357  1.280  5.350  0.42
H  2.802  0.459  2.768  0.52
H  2.203  2.116  3.121  0.56
H  1.411  2.953  0.053  0.33
H  2.940  2.434  0.680  0.46
H  1.120  -2.139  1.696  0.48
H  1.948  -1.777  3.105  0.38
H  0.326  -2.468  3.220  0.42
H  -1.840  0.033  1.748  0.47
H  -1.408  -1.623  1.967  0.40
H  0.040  -1.721  0.054  0.35
H  -1.588  -0.937  -0.424  0.33
H  0.399  1.764  2.071  0.45
H  2.090  -0.156  0.360  0.32
H  -0.527  1.249  -0.167  0.39

Calculated values
Charge = 0
SMILES string = C#C[C@]1(O)CC[C@H]2[C@@H]3CCC4=CC(=O)C=C[C@]4(OO)[C@H]3CC[C@@]21C
ΔE to the lowest compared entry with this formula, charge and spin = 748.9 kJ/mol
LUMO energy = -0.13 eV

Record 3
This record from the OMol25 dataset describes a molecular structure, C20H25BeF15N3NaO19. The level of theory is ωB97M-V/def2-TZVPD.

Each line ends with the Mulliken charge.
CARTESIAN COORDINATES (ANGSTROEM)
Na  -16.023  23.365  -5.460  0.57
Be  -19.874  21.498  -5.456  1.32
N  -18.477  24.769  -3.814  0.65
O  -17.335  24.742  -3.651  -0.29
O  -19.203  25.686  -3.322  -0.66
O  -18.989  23.869  -4.460  -0.54
N  -17.242  19.924  -4.932  1.06
O  -16.255  19.174  -4.753  -0.63
O  -18.313  19.470  -5.103  -0.63
O  -17.189  21.179  -4.882  -0.40
N  -17.798  23.388  -8.183  0.64
O  -18.312  22.513  -7.444  -0.45
O  -18.279  23.759  -9.272  -0.60
O  -16.644  23.716  -8.001  -0.34
C  -13.311  26.952  -1.669  -0.62
C  -12.800  26.735  -0.234  -0.21
O  -11.434  26.295  -0.183  -0.29
C  -11.074  25.016  -0.345  0.34
O  -11.736  23.969  -0.245  -0.52
C  -9.601  24.911  -0.537  0.91
F  -9.091  24.564  0.533  -0.23
F  -9.447  24.021  -1.495  -0.23
F  -8.968  26.047  -0.910  -0.28
H  -12.481  27.111  -2.357  0.36
H  -13.848  27.897  -1.592  0.45
H  -13.954  26.260  -2.214  -0.26
H  -13.498  26.157  0.372  0.23
H  -12.870  27.783  0.057  0.34
C  -12.727  20.086  -10.461  -1.12
C  -13.795  20.908  -9.707  -0.24
O  -13.289  22.243  -9.757  -0.28
C  -13.415  23.088  -8.622  0.42
O  -13.733  22.735  -7.482  -0.46
C  -13.172  24.590  -8.977  0.81
F  -12.523  25.232  -7.935  -0.21
F  -12.469  24.731  -10.114  -0.24
F  -14.379  25.204  -9.048  -0.19
H  -12.733  19.034  -10.177  0.37
H  -11.789  20.503  -10.095  0.32
H  -12.964  20.102  -11.525  0.29
H  -13.950  20.581  -8.678  0.27
H  -14.770  20.829  -10.188  0.31
C  -15.234  26.687  -6.095  -0.60
C  -14.340  27.047  -4.943  0.28
O  -13.054  26.415  -5.204  -0.36
C  -12.757  25.094  -4.902  0.27
O  -13.730  24.301  -4.783  0.12
C  -11.264  24.732  -4.595  0.69
F  -10.655  25.682  -3.845  -0.24
F  -11.183  23.536  -3.943  -0.21
F  -10.601  24.686  -5.748  -0.21
H  -16.171  27.243  -6.092  0.44
H  -15.390  25.608  -6.119  -0.37
H  -14.833  26.784  -7.104  0.31
H  -14.711  26.606  -4.017  -0.20
H  -14.208  28.106  -4.722  0.43
C  -17.270  19.974  -1.277  -0.37
C  -18.263  19.021  -0.760  -0.45
O  -19.537  19.595  -0.665  -0.22
C  -20.417  20.113  -1.685  0.35
O  -20.112  20.416  -2.850  -0.40
C  -21.795  20.406  -1.127  0.73
F  -21.924  21.723  -0.928  -0.23
F  -22.738  20.096  -1.950  -0.24
F  -22.097  19.808  0.061  -0.24
H  -17.655  20.473  -2.166  0.03
H  -16.476  19.350  -1.687  0.35
H  -16.852  20.649  -0.530  0.11
H  -18.053  18.760  0.277  0.28
H  -18.319  18.127  -1.380  0.33
C  -14.176  21.546  -2.856  -1.13
C  -14.187  22.709  -1.735  0.25
O  -15.592  22.939  -1.399  0.26
C  -15.861  23.775  -0.468  0.22
O  -15.117  24.493  0.247  -0.62
C  -17.403  23.761  -0.168  0.80
F  -17.824  25.027  0.022  -0.27
F  -18.012  23.149  -1.203  -0.16
F  -17.707  23.117  0.998  -0.29
H  -13.213  21.512  -3.366  0.43
H  -14.965  21.651  -3.600  -0.07
H  -14.465  20.663  -2.286  0.41
H  -13.803  23.658  -2.108  -0.44
H  -13.627  22.454  -0.835  0.52

Calculated values
Charge = 0
LUMO energy = -5.50 eV

Record 4
This record from the OMol25 dataset describes a molecular structure, C20H25Br4N4O3Re. The level of theory is ωB97M-V/def2-TZVPD.

Each line ends with the Mulliken spin population.
CARTESIAN COORDINATES (ANGSTROEM)
Re  0.318  -0.044  -0.079  0.65
C  -0.815  -2.447  1.657  -0.02
C  -0.419  -3.068  0.341  0.01
N  0.626  -2.218  -0.269  -0.01
C  2.031  -2.530  0.125  0.01
C  2.449  -1.680  1.292  0.04
C  3.344  -2.043  2.277  -0.02
C  3.610  -1.134  3.296  0.04
C  2.955  0.088  3.324  -0.02
C  2.067  0.389  2.306  0.05
C  1.271  1.665  2.216  0.00
N  -0.010  1.457  1.483  0.00
C  -1.206  1.210  2.312  0.02
C  -1.219  -0.254  2.666  -0.02
N  -1.074  -1.015  1.406  0.00
N  1.861  -0.473  1.301  -0.02
H  0.001  -2.512  2.379  0.00
H  -1.687  -2.940  2.093  0.00
H  -1.266  -3.073  -0.347  0.00
H  -0.073  -4.096  0.465  0.00
H  0.582  -2.302  -1.284  0.00
H  2.653  -2.272  -0.734  0.00
H  2.159  -3.593  0.336  0.00
H  3.820  -3.014  2.257  0.00
H  4.310  -1.391  4.079  0.00
H  3.125  0.792  4.126  0.00
H  1.846  2.392  1.641  0.00
H  1.092  2.080  3.209  0.00
H  -0.169  2.280  0.906  0.00
H  -2.070  1.454  1.693  0.00
H  -1.217  1.844  3.200  0.00
H  -2.134  -0.536  3.190  0.00
H  -0.375  -0.511  3.309  0.00
H  -1.924  -0.895  0.850  0.01
Br  1.803  4.541  -5.051  0.00
C  1.571  2.922  -4.126  0.00
C  1.539  1.705  -4.812  0.00
Br  1.727  1.658  -6.681  0.00
C  1.355  0.508  -4.115  0.00
Br  1.268  -1.176  -4.949  0.00
C  1.192  0.541  -2.742  0.01
O  0.992  -0.523  -1.963  0.06
C  1.234  1.753  -2.065  0.02
O  1.113  1.632  -0.731  0.05
C  1.423  2.942  -2.737  0.00
Br  1.446  4.520  -1.713  0.00
C  -2.349  0.800  -3.069  0.00
C  -2.063  -0.222  -1.983  0.03
C  -3.344  -0.890  -1.497  0.01
O  -1.435  0.428  -0.887  0.09
H  -2.815  0.331  -3.938  0.00
H  -1.425  1.280  -3.392  0.00
H  -3.021  1.572  -2.688  0.00
H  -1.394  -0.991  -2.394  -0.01
H  -4.009  -0.148  -1.051  0.00
H  -3.132  -1.660  -0.745  0.00
H  -3.873  -1.378  -2.316  0.00

Calculated values
Charge = +1
Spin multiplicity = 2
⟨S²⟩ = 0.76
LUMO energy (spin up / spin down) = -3.24 / -3.86 eV

Record 5
This record from the OMol25 dataset describes a molecular structure, C20H25BrN2O10PSn. The level of theory is ωB97M-V/def2-TZVPD.

Each line ends with the Mulliken charge.
CARTESIAN COORDINATES (ANGSTROEM)
Sn  0.342  2.507  2.116  0.86
O  4.693  4.408  -2.599  -0.49
C  4.417  4.682  -1.285  0.48
O  4.904  5.637  -0.762  -0.52
C  3.560  3.662  -0.641  0.17
C  3.693  2.292  -0.816  -0.45
N  2.819  1.685  -0.016  0.02
N  2.097  2.589  0.645  -0.12
C  2.523  3.794  0.298  -0.06
C  1.731  4.969  0.829  0.68
O  1.995  6.096  0.465  -0.66
O  0.794  4.601  1.637  -0.69
H  4.067  3.746  -2.915  0.36
H  4.373  1.715  -1.422  0.55
H  2.589  0.657  0.022  0.29
Br  -3.506  1.062  -5.200  -0.22
C  -3.443  1.155  -3.300  0.10
C  -4.533  0.707  -2.571  -0.39
C  -4.475  0.764  -1.185  -0.68
C  -3.347  1.263  -0.549  -0.39
C  -2.261  1.695  -1.297  0.49
C  -2.308  1.643  -2.684  -0.47
C  -0.988  2.179  -0.636  0.58
O  0.032  2.267  -1.296  -0.64
O  -1.132  2.472  0.619  -0.72
H  -5.406  0.320  -3.078  0.41
H  -5.319  0.415  -0.603  0.38
H  -3.287  1.311  0.529  0.37
H  -1.446  1.970  -3.248  0.57
C  1.107  -1.569  4.003  -1.60
C  0.330  -2.398  2.987  1.70
C  -1.141  -1.998  2.963  -1.23
C  0.471  -3.881  3.299  -1.71
O  0.946  -2.251  1.686  -0.42
P  0.865  -0.957  0.736  0.17
O  2.146  -0.899  -0.029  -1.09
O  0.491  0.258  1.535  -0.16
O  -0.399  -1.233  -0.205  0.60
C  -0.579  -2.301  -1.166  1.84
C  0.739  -2.830  -1.717  -1.84
C  -1.355  -3.418  -0.481  -1.60
C  -1.407  -1.679  -2.279  -1.64
H  0.746  -1.783  5.012  0.49
H  0.987  -0.506  3.802  0.16
H  2.167  -1.821  3.951  0.34
H  -1.563  -2.123  3.962  0.53
H  -1.699  -2.628  2.270  0.20
H  -1.254  -0.957  2.662  0.10
H  0.049  -4.102  4.281  0.40
H  1.523  -4.167  3.294  0.38
H  -0.054  -4.477  2.551  0.35
H  1.347  -3.280  -0.931  0.33
H  1.319  -2.030  -2.172  0.34
H  0.518  -3.590  -2.469  0.48
H  -0.764  -3.847  0.329  0.23
H  -1.590  -4.207  -1.198  0.46
H  -2.289  -3.028  -0.072  0.28
H  -0.854  -0.860  -2.740  0.43
H  -2.338  -1.278  -1.877  0.16
H  -1.642  -2.423  -3.043  0.51

Calculated values
Charge = -1
ΔE to the lowest compared entry with this formula, charge and spin = 70.0 kJ/mol
LUMO energy = 2.37 eV

Record 6
This record from the OMol25 dataset describes a molecular structure, C20H25BrN2O10PSn. The level of theory is ωB97M-V/def2-TZVPD.

Each line ends with the Mulliken charge.
CARTESIAN COORDINATES (ANGSTROEM)
Sn  0.169  0.349  -1.197  0.95
O  2.875  2.766  3.776  -0.57
C  1.771  2.132  4.127  0.31
O  1.433  2.008  5.283  -0.64
C  0.937  1.575  3.030  0.21
C  -0.256  0.902  3.241  -0.41
N  -0.733  0.528  2.055  0.61
N  0.070  0.945  1.066  -0.27
C  1.096  1.564  1.636  -0.16
C  2.192  2.066  0.732  0.93
O  3.122  2.707  1.252  -0.83
O  2.037  1.774  -0.483  -0.66
H  2.999  2.761  2.772  0.49
H  -0.765  0.673  4.162  0.56
H  -1.651  0.071  1.825  0.11
Br  -2.773  -4.440  3.210  -0.19
C  -2.041  -4.588  1.463  -0.12
C  -2.222  -5.765  0.755  -0.45
C  -1.706  -5.861  -0.531  -0.46
C  -1.025  -4.793  -1.092  -0.55
C  -0.835  -3.628  -0.360  0.56
C  -1.347  -3.517  0.928  -0.09
C  -0.116  -2.465  -0.995  0.49
O  0.050  -2.431  -2.208  -0.72
O  0.261  -1.534  -0.174  -0.71
H  -2.765  -6.588  1.200  0.40
H  -1.848  -6.774  -1.096  0.38
H  -0.633  -4.837  -2.099  0.45
H  -1.221  -2.597  1.480  0.36
C  -3.084  3.022  -0.701  -1.45
C  -4.239  2.147  -1.164  1.74
C  -4.102  1.742  -2.625  -1.41
C  -5.563  2.859  -0.932  -1.77
O  -4.328  0.969  -0.324  -0.43
P  -3.278  -0.223  -0.145  1.56
O  -3.108  -0.477  1.316  -1.35
O  -2.022  0.035  -0.944  -0.77
O  -3.960  -1.451  -0.890  -0.19
C  -5.246  -2.063  -0.631  1.70
C  -5.643  -1.972  0.836  -1.50
C  -6.275  -1.377  -1.518  -1.55
C  -5.052  -3.514  -1.043  -1.44
H  -3.072  3.956  -1.268  0.52
H  -2.126  2.526  -0.847  0.08
H  -3.192  3.258  0.358  0.34
H  -4.101  2.635  -3.254  0.51
H  -4.944  1.112  -2.919  0.26
H  -3.179  1.191  -2.795  0.21
H  -5.602  3.780  -1.518  0.41
H  -5.677  3.109  0.123  0.38
H  -6.394  2.219  -1.231  0.38
H  -5.799  -0.938  1.146  0.27
H  -4.872  -2.403  1.473  0.20
H  -6.575  -2.523  0.980  0.49
H  -6.394  -0.332  -1.231  0.15
H  -7.241  -1.878  -1.425  0.46
H  -5.959  -1.420  -2.562  0.31
H  -4.325  -3.996  -0.389  0.13
H  -4.678  -3.562  -2.066  0.37
H  -5.998  -4.057  -0.984  0.42

Calculated values
Charge = -1
ΔE to the lowest compared entry with this formula, charge and spin = 0.0 kJ/mol
LUMO energy = 2.40 eV

Number 1: strongest force on any atom 5.17 eV Å⁻¹. Number 2: strongest force on any atom 4.63 eV Å⁻¹. Number 3: strongest force on any atom 7.56 eV Å⁻¹. Number 4: strongest force on any atom 0.18 eV Å⁻¹. Number 5: strongest force on any atom 0.19 eV Å⁻¹. Number 6: strongest force on any atom 0.35 eV Å⁻¹.